1.
12
Properties=species:S:1:pos:R:3 method="wB97M-V/def2-TZVPD" e_homo_ev=-9.51 gap_ev=10.510 total_energy_ev=-7326.475 de_lowest_ev=2.809
O -0.2647 1.2211 -0.9401
C 2.5449 0.3181 0.0896
H -0.6380 -2.0505 -0.3179
C -1.1709 -0.2115 0.8201
C 1.3839 -0.0038 0.1379
H -1.9437 0.5510 0.8073
C -0.9743 -1.0251 -0.4316
C -0.0391 0.0971 -0.1241
H -1.0014 -0.6902 1.7788
H -1.6157 -0.8350 -1.2861
H 3.5400 0.6756 -0.0444
H 0.1790 1.9530 -0.4895

---

2.
12
Properties=species:S:1:pos:R:3 method="wB97M-V/def2-TZVPD" e_homo_ev=-8.27 gap_ev=9.282 total_energy_ev=-7325.721 de_lowest_ev=3.564
C -0.3309 -0.4358 0.5661
C -1.2632 -1.0094 1.2464
H -1.7062 -0.5232 2.3885
H 0.6978 0.5309 -2.6308
H -1.1457 -0.8150 -1.5207
C 0.9475 1.1640 -0.3191
O 0.3914 0.6208 0.8563
C 0.6675 0.4792 -1.4544
C -0.1192 -0.7001 -0.8247
H -2.0558 -1.8211 1.0352
H 0.5150 -1.5225 -1.1683
H 1.1526 2.1973 -0.2393

---

3.
12
Properties=species:S:1:pos:R:3 method="wB97M-V/def2-TZVPD" e_homo_ev=-8.65 gap_ev=9.563 total_energy_ev=-7327.372 de_lowest_ev=1.912
C -0.1487 1.3586 0.4371
C 0.1372 -1.0033 -0.7136
C 0.1345 1.5483 1.7301
H 0.5679 -2.2533 -2.3663
H -0.0182 2.5097 2.2121
H -0.6830 3.1470 0.0861
H -0.6814 -2.8689 -1.2720
C 0.0124 0.0842 -0.2083
O -0.6249 2.3172 -0.4070
H 1.0222 -2.9232 -0.7894
C 0.2695 -2.3284 -1.3162
H 0.5212 0.7374 2.3334

---

4.
12
Properties=species:S:1:pos:R:3 method="wB97M-V/def2-TZVPD" e_homo_ev=-8.70 gap_ev=9.375 total_energy_ev=-7323.168 de_lowest_ev=6.116
C 0.3472 0.8636 -0.1626
O 1.5837 -1.1176 -0.7478
C 0.6529 -1.9674 -1.3393
C -1.7735 1.7983 1.1581
C 0.4745 -0.6424 -0.0047
H -2.6267 2.1639 1.6862
H 0.5643 -2.8267 -0.6161
C -0.8129 1.3935 0.5604
H 0.2729 1.0900 -1.2307
H 0.4970 -1.0088 1.0236
H 1.2695 1.3278 0.2019
H -0.4488 -1.0743 -0.5289

---

5.
12
Properties=species:S:1:pos:R:3 method="wB97M-V/def2-TZVPD" e_homo_ev=-9.53 gap_ev=10.266 total_energy_ev=-7323.603 de_lowest_ev=5.681
C 0.3461 0.5234 0.2138
H 0.5101 -1.8324 -1.7935
H -2.9546 0.9396 1.9430
C -1.9425 0.7010 1.3840
H 2.0913 -1.2147 -1.1331
H 0.2394 -1.9567 0.7075
O 0.2996 0.2582 -1.2943
H 1.3504 1.1785 0.3259
H 1.7539 -0.6538 0.8316
C 0.7549 -0.9772 0.4144
C -1.0009 0.9467 0.6162
C 0.9445 -0.9483 -1.0495

---

6.
12
Properties=species:S:1:pos:R:3 method="wB97M-V/def2-TZVPD" e_homo_ev=-9.92 gap_ev=10.965 total_energy_ev=-7326.471 de_lowest_ev=2.813
C -1.3681 -0.2128 0.1271
C 0.0847 0.2083 0.4770
H -2.1188 -0.3510 0.9249
H 2.8387 -2.3045 0.2020
H -1.3868 -1.1338 -0.4855
H 0.1178 0.6973 1.4599
O -1.6093 0.9704 -0.6467
C 1.1839 -0.7529 0.3478
H 0.0259 2.2546 -0.4156
C 2.0681 -1.5570 0.2759
C -0.1747 1.2271 -0.6605
H 0.3387 0.9546 -1.6063

---

7.
12
Properties=species:S:1:pos:R:3 method="wB97M-V/def2-TZVPD" e_homo_ev=-9.52 gap_ev=10.431 total_energy_ev=-7327.522 de_lowest_ev=1.763
O -1.0095 -1.0172 1.5869
H 0.9291 -0.4581 -2.5689
H 0.9598 -2.1768 -1.8368
C 1.0161 -0.1367 0.6974
H -1.3699 1.7963 1.4001
C -0.4646 -0.0932 1.0312
H -2.1976 0.8314 0.1662
C 1.0335 -1.1020 -1.7010
H 1.7841 0.1633 1.4055
C 1.1959 -0.6037 -0.5053
C -1.2169 1.1274 0.5464
H -0.6600 1.6693 -0.2216

---

8.
13
Properties=species:S:1:pos:R:3 method="wB97M-V/def2-TZVPD" e_homo_ev=-9.36 gap_ev=10.342 total_energy_ev=-9375.114 de_lowest_ev=1.981
H -2.5905 -1.5311 0.4839
O 1.6238 1.5846 -0.5146
C 0.3572 1.7361 0.0631
H -1.6790 -0.8914 -0.9102
H 3.0841 0.4881 -1.2884
C -1.5918 -1.3044 0.0978
H -1.0314 -2.2446 0.0304
O 1.5227 -0.6905 -0.7492
C 2.0803 0.3653 -0.8617
H -0.6588 -0.6826 2.0260
H 0.0574 2.7776 0.0275
C -0.8524 -0.3621 1.0036
C -0.3216 0.7550 0.5916

---

9.
13
Properties=species:S:1:pos:R:3 method="wB97M-V/def2-TZVPD" e_homo_ev=-9.75 gap_ev=10.459 total_energy_ev=-9373.645 de_lowest_ev=3.450
H -2.5163 1.7457 -0.9185
C -0.5569 0.6935 -0.8099
H 1.7067 -1.6766 -1.2666
O -0.2393 -1.4172 -1.5601
H 0.0672 1.1011 1.5198
H 1.3426 -0.0829 1.8653
C -1.6884 1.0828 -0.9675
O -0.4655 -0.9061 1.5444
H -1.2834 -0.6869 1.0720
C 0.4556 0.1043 1.2558
C 0.8070 -1.0860 -1.0548
C 0.7572 0.2054 -0.2687
H 1.6827 0.8106 -0.3786

---

10.
13
Properties=species:S:1:pos:R:3 method="wB97M-V/def2-TZVPD" e_homo_ev=-9.37 gap_ev=9.849 total_energy_ev=-9373.181 de_lowest_ev=3.915
C -0.1039 1.5619 -0.3182
H -0.2071 2.6651 -0.5451
C 0.2669 0.1315 -0.1051
H 0.1357 -1.2954 1.5812
C 1.6472 -0.3267 -0.4047
H -1.7920 -0.4537 -0.7040
O -1.2917 1.9268 -0.0423
H 2.3145 0.4710 -0.7922
H -1.1220 0.0735 1.6315
C -0.8707 -0.8888 -0.3273
C -0.4781 -0.5780 1.0452
O 2.0377 -1.4630 -0.2510
H -0.5365 -1.8241 -0.7680